(1)
The following is a quantum chemistry calculation of a cluster of 2 separate species, C5H8NO5 in total at a distorted geometry, from OMol25.

The lowest unoccupied orbital energy (alpha / beta) is 0.1 / -2.0 eV. The expectation value of S² is 3.785. The value obtained for the HOMO energy (alpha / beta) is -7.15 / -10.19 eV. The spin multiplicity is 4.

Each line ends with the Löwdin spin population.
Cartesian coordinates (Å):
1 O 1.58 0.65 1.83  1.030
2 O 2.60 1.24 1.42  0.993
3 C 1.06 -1.40 0.28  0.060
4 C 0.47 -0.05 0.23  0.415
5 C -0.95 0.06 0.74  0.043
6 O -2.02 0.19 -0.20  0.029
7 N -2.31 -1.19 -0.77  0.000
8 O -2.94 -1.14 -1.80  0.000
9 O -1.89 -2.13 -0.11  0.001
10 C 0.92 0.94 -0.69  0.028
11 C 0.23 2.06 -1.02  0.313
12 H 2.12 -1.38 -0.02  0.001
13 H 0.96 -1.82 1.29  0.011
14 H 0.54 -2.09 -0.41  0.026
15 H -1.17 -0.76 1.42  0.000
16 H -1.03 1.01 1.30  0.009
17 H 1.91 0.76 -1.13  -0.002
18 H 0.64 2.73 -1.78  0.022
19 H -0.71 2.32 -0.56  0.020

---

(2)
The following is a quantum chemistry calculation of the ion C5H8NOS with charge +1 at a distorted geometry, from OMol25.

The lowest unoccupied orbital energy is -6.4 eV. The net charge is +1. The value obtained for the HOMO energy is -13.97 eV.

Each line ends with the natural charge from an NBO analysis.
Cartesian coordinates (Å):
1 C -0.95 0.39 -0.04  -0.019
2 C -0.05 1.49 0.11  -0.220
3 C 2.85 -1.06 0.12  0.300
4 C 1.85 -0.32 0.55  -0.631
5 C -3.16 -0.13 -0.11  -0.498
6 N -2.12 0.74 0.01  -0.218
7 O 3.85 -0.58 -0.68  -0.621
8 S 1.54 1.34 0.35  0.741
9 H -0.59 -0.50 -0.34  0.186
10 H -0.25 2.52 0.24  0.272
11 H 2.84 -2.09 0.33  0.227
12 H 1.04 -0.89 0.95  0.253
13 H -3.73 -0.29 -1.05  0.279
14 H -2.94 -1.17 0.00  0.202
15 H -3.91 0.23 0.57  0.250
16 H 3.72 0.33 -1.02  0.497

---

(3)
The following is a quantum chemistry calculation of the ion C5H8NOS with charge +1 at a distorted geometry, from OMol25.

Its SMILES is C1=C2OC[NH2+][C@H]2SC1. The lowest unoccupied orbital energy is -3.7 eV. The net charge is +1. The value obtained for the HOMO energy is -13.21 eV.

Each line ends with the natural charge from an NBO analysis.
Cartesian coordinates (Å):
1 C 1.28 0.76 1.09  -0.218
2 C 0.85 0.11 0.02  0.292
3 O 1.26 -0.99 -0.61  -0.441
4 C 0.24 -1.55 -1.39  0.109
5 N -1.03 -1.05 -0.91  -0.551
6 C -0.69 0.34 -0.35  -0.273
7 S -1.36 1.28 1.00  0.334
8 C 0.19 1.58 1.80  -0.553
9 H 2.21 0.63 1.50  0.250
10 H 0.31 -2.55 -1.47  0.229
11 H 0.27 -1.00 -2.36  0.189
12 H -1.82 -1.10 -1.63  0.467
13 H -1.46 -1.51 -0.03  0.453
14 H -0.74 0.87 -1.25  0.212
15 H 0.04 1.43 2.82  0.248
16 H 0.45 2.73 1.76  0.253

---

(4)
The following is a quantum chemistry calculation of a structure of composition C5H8NS at a distorted geometry, from OMol25.

The lowest unoccupied orbital energy is -5.5 eV. The net charge is +1. The value obtained for the HOMO energy is -14.70 eV.

Each line ends with the natural charge from an NBO analysis.
Cartesian coordinates (Å):
1 C 0.55 -0.04 -0.10  0.137
2 C 3.14 0.17 0.26  -0.066
3 C -0.42 -1.07 -0.12  -0.568
4 C -1.78 -0.40 0.23  -0.387
5 C -1.70 1.07 -0.15  -0.504
6 N 2.37 -0.13 -0.65  -0.253
7 S 0.11 1.53 -0.09  0.634
8 H 4.07 0.27 -0.17  0.228
9 H 3.10 0.38 1.35  0.218
10 H -0.50 -1.31 -1.13  0.289
11 H -0.18 -1.80 0.65  0.288
12 H -2.52 -0.80 -0.37  0.245
13 H -2.01 -0.55 1.30  0.234
14 H -1.66 1.07 -1.21  0.218
15 H -2.57 1.60 0.19  0.285

---

(5)
The following is a quantum chemistry calculation of a structure of composition C5H8NaO3 at a distorted geometry, from OMol25.

The lowest unoccupied orbital energy (alpha / beta) is -0.8 / -0.8 eV. The expectation value of S² is 0.754. The value obtained for the HOMO energy (alpha / beta) is -7.49 / -8.27 eV. The spin multiplicity is 2.

Each line ends with the Löwdin spin population.
Cartesian coordinates (Å):
1 Na 0.28 -1.60 2.66  0.000
2 O 0.28 0.46 1.68  0.010
3 O 0.85 0.39 -0.53  0.010
4 C 1.59 -0.83 -0.66  0.000
5 C 0.55 -1.93 -0.57  0.001
6 O -0.27 -1.54 0.50  0.002
7 C -0.11 0.32 0.47  0.039
8 H 2.10 -0.80 -1.63  0.000
9 H 2.32 -0.89 0.16  0.000
10 H 1.03 -2.92 -0.46  0.000
11 H -0.03 -1.97 -1.51  0.000
12 C -1.37 1.08 0.01  0.113
13 C -1.24 2.56 0.04  0.715
14 H -1.61 0.72 -1.00  0.005
15 H -2.17 0.74 0.69  0.016
16 H -1.26 3.10 0.99  0.042
17 H -0.93 3.11 -0.85  0.044

---

(6)
The following is a quantum chemistry calculation of the molecule C5H8O at a distorted geometry, from OMol25.

Its SMILES is C=C[C@@H](C)C=O. The lowest unoccupied orbital energy is 0.6 eV. The value obtained for the HOMO energy is -9.70 eV.

Each line ends with the natural charge from an NBO analysis.
Cartesian coordinates (Å):
1 C -1.91 -0.67 0.13  -0.390
2 C -0.62 -0.99 -0.28  -0.179
3 C 0.50 -0.04 -0.37  -0.392
4 C 0.14 1.40 0.03  -0.601
5 C 1.73 -0.57 0.41  0.439
6 O 2.87 -0.57 -0.16  -0.524
7 H -2.25 0.38 0.24  0.193
8 H -2.70 -1.39 0.23  0.204
9 H -0.43 -2.07 -0.51  0.213
10 H 0.90 0.06 -1.40  0.243
11 H -0.85 1.59 -0.41  0.218
12 H 0.85 2.15 -0.52  0.226
13 H 0.14 1.55 1.12  0.216
14 H 1.61 -0.85 1.50  0.134

---

(7)
The following is a quantum chemistry calculation of the molecule C5H8O at a distorted geometry, from OMol25.

Its SMILES is O[C@H]1C[C@H]2C[C@H]21. The lowest unoccupied orbital energy is 1.0 eV. The value obtained for the HOMO energy is -9.30 eV.

Each line ends with the natural charge from an NBO analysis.
Cartesian coordinates (Å):
1 O -1.40 1.84 0.34  -0.717
2 C -0.75 0.61 0.50  0.104
3 C -1.09 -0.58 -0.40  -0.441
4 C 0.30 -1.11 -0.06  -0.165
5 C 1.45 -0.37 -0.64  -0.420
6 C 0.74 0.37 0.45  -0.265
7 H -0.77 2.50 0.03  0.471
8 H -0.92 0.26 1.52  0.159
9 H -1.28 -0.30 -1.44  0.212
10 H -1.92 -1.19 -0.04  0.214
11 H 0.38 -2.10 0.39  0.219
12 H 1.58 -0.05 -1.67  0.201
13 H 2.36 -0.79 -0.20  0.218
14 H 1.31 0.90 1.22  0.212

---

(8)
The following is a quantum chemistry calculation of the molecule C5H8O, from OMol25.

Its SMILES is CC(O)=C1CC1. The lowest unoccupied orbital energy is 1.0 eV. The value obtained for the HOMO energy is -8.03 eV.

Each line ends with the natural charge from an NBO analysis.
Cartesian coordinates (Å):
1 C 0.07 -1.96 -0.11  -0.676
2 C 0.76 -0.64 0.06  0.397
3 O 1.94 -0.62 0.72  -0.656
4 C 0.28 0.57 -0.27  -0.259
5 C -0.95 1.15 -0.76  -0.421
6 C -0.33 1.65 0.54  -0.401
7 H -0.71 -2.04 0.66  0.229
8 H -0.44 -1.98 -1.07  0.239
9 H 0.74 -2.81 -0.02  0.230
10 H 2.16 0.32 0.56  0.491
11 H -1.86 0.56 -0.75  0.200
12 H -0.84 1.82 -1.61  0.215
13 H 0.05 2.67 0.61  0.208
14 H -0.85 1.31 1.44  0.205

---

(9)
The following is a quantum chemistry calculation of the molecule C5H8O, from OMol25.

Its SMILES is C[C@H]1C[C@H]2O[C@@H]12. The lowest unoccupied orbital energy is 1.2 eV. The value obtained for the HOMO energy is -9.89 eV.

Each line ends with the natural charge from an NBO analysis.
Cartesian coordinates (Å):
1 C -1.35 -0.39 -0.94  -0.626
2 C 0.04 -0.66 -0.36  -0.217
3 C 0.99 0.58 -0.45  -0.421
4 C 0.89 0.74 1.05  0.042
5 O -0.47 0.79 1.45  -0.497
6 C 0.12 -0.48 1.23  0.036
7 H -1.87 0.19 -0.19  0.233
8 H -1.91 -1.31 -1.17  0.208
9 H -1.33 0.23 -1.85  0.208
10 H 0.51 -1.56 -0.79  0.212
11 H 0.64 1.42 -1.04  0.206
12 H 2.01 0.31 -0.75  0.213
13 H 1.60 1.24 1.69  0.194
14 H 0.13 -1.10 2.13  0.208

---

(10)
The following is a quantum chemistry calculation of the molecule C5H8O at a distorted geometry, from OMol25.

The lowest unoccupied orbital energy is 1.0 eV. The value obtained for the HOMO energy is -8.90 eV.

Each line ends with the natural charge from an NBO analysis.
Cartesian coordinates (Å):
1 O 1.46 -0.32 1.48  -0.692
2 C 0.52 -0.11 0.50  0.195
3 C -1.00 -0.21 0.76  -0.392
4 C -0.90 0.22 -0.72  -0.171
5 C 0.24 1.17 -0.33  -0.431
6 C 0.45 -1.04 -0.63  -0.443
7 H 2.34 -0.26 1.07  0.473
8 H -1.42 0.54 1.43  0.182
9 H -1.40 -1.21 0.97  0.198
10 H -1.73 0.44 -1.39  0.223
11 H 0.96 1.44 -1.11  0.198
12 H -0.07 2.05 0.26  0.207
13 H 0.04 -2.05 -0.56  0.208
14 H 0.43 -0.62 -1.74  0.246

---

(11)
The following is a quantum chemistry calculation of a structure of composition C5H8O, from OMol25.

The lowest unoccupied orbital energy (alpha / beta) is -0.7 / -0.7 eV. The value obtained for the HOMO energy (alpha / beta) is -8.49 / -8.49 eV.

Each line ends with the natural charge from an NBO analysis.
Cartesian coordinates (Å):
1 C 0.26 -1.09 1.16  -0.147
2 C 0.22 0.26 0.81  -0.346
3 C 1.23 1.00 -0.50  0.054
4 O 0.75 0.76 -1.66  -0.650
5 C -1.22 -0.45 -1.10  -0.289
6 C -1.12 0.02 0.17  -0.199
7 H 0.31 -1.86 0.41  0.207
8 H 0.32 -1.43 2.20  0.202
9 H 0.20 0.93 1.67  0.227
10 H 2.20 0.55 -0.22  0.135
11 H 1.16 2.04 -0.12  0.130
12 H -0.41 -0.98 -1.58  0.236
13 H -2.17 -0.40 -1.62  0.214
14 H -1.98 0.38 0.72  0.227

---

(12)
The following is a quantum chemistry calculation of the molecule C5H8O at a distorted geometry, from OMol25.

Its SMILES is C/C=C(\C)C=O. The lowest unoccupied orbital energy is 0.5 eV. The value obtained for the HOMO energy is -9.62 eV.

Each line ends with the natural charge from an NBO analysis.
Cartesian coordinates (Å):
1 C -2.19 0.41 0.42  -0.669
2 C -0.74 0.70 0.17  -0.074
3 C 0.13 -0.27 -0.14  -0.180
4 C -0.30 -1.69 -0.28  -0.653
5 C 1.56 0.06 -0.17  0.423
6 O 2.04 1.13 -0.06  -0.515
7 H -2.74 1.36 0.38  0.221
8 H -2.32 -0.03 1.45  0.231
9 H -2.63 -0.20 -0.40  0.222
10 H -0.38 1.70 0.30  0.220
11 H -1.36 -1.82 -0.78  0.228
12 H -0.41 -2.16 0.78  0.228
13 H 0.48 -2.25 -0.94  0.225
14 H 2.25 -0.81 -0.26  0.092

---

(13)
The following is a quantum chemistry calculation of a structure of composition C5H8O at a distorted geometry, from OMol25.

The lowest unoccupied orbital energy is 0.8 eV. The value obtained for the HOMO energy is -8.32 eV.

Each line ends with the natural charge from an NBO analysis.
Cartesian coordinates (Å):
1 C -2.91 0.20 -0.52  -0.558
2 C -1.63 0.23 -0.17  -0.081
3 C -0.40 0.16 0.30  -0.207
4 C 0.82 -0.21 -0.54  -0.477
5 C 2.12 -0.13 0.27  -0.054
6 O 1.99 -0.70 1.55  -0.715
7 H -1.21 1.23 0.48  0.357
8 H -3.49 1.08 -0.74  0.229
9 H -3.39 -0.77 -0.44  0.232
10 H 0.61 -1.29 -0.70  0.239
11 H 0.92 0.27 -1.53  0.222
12 H 2.93 -0.68 -0.23  0.182
13 H 2.46 0.90 0.35  0.152
14 H 1.19 -0.30 1.93  0.479

---

(14)
The following is a quantum chemistry calculation of the molecule C5H8O at a distorted geometry, from OMol25.

The lowest unoccupied orbital energy (alpha / beta) is -0.2 / -0.7 eV. The value obtained for the HOMO energy (alpha / beta) is -6.14 / -5.37 eV.

Each line ends with the natural charge from an NBO analysis.
Cartesian coordinates (Å):
1 O -1.42 1.74 -0.01  -0.605
2 C -0.76 0.62 0.18  0.613
3 C -1.10 -0.67 -0.48  -0.553
4 C 0.16 -1.47 -0.51  -0.479
5 C 1.28 -0.43 -0.29  -0.425
6 C 0.65 0.55 0.70  -0.531
7 H -0.88 2.51 0.25  0.501
8 H 0.52 0.04 1.67  0.252
9 H -1.41 -0.32 -1.48  0.209
10 H -1.97 -1.18 -0.05  0.247
11 H 0.18 -2.23 0.29  0.160
12 H 1.54 0.09 -1.23  0.189
13 H 2.20 -0.87 0.10  0.219
14 H 1.14 1.52 0.87  0.203

---

(15)
The following is a quantum chemistry calculation of the molecule C5H8O, from OMol25.

Its SMILES is CC#C[C@@H](C)O. The lowest unoccupied orbital energy is 0.9 eV. The value obtained for the HOMO energy is -9.64 eV.

Each line ends with the natural charge from an NBO analysis.
Cartesian coordinates (Å):
1 C 2.85 -0.11 0.21  -0.686
2 C 1.41 -0.01 -0.06  0.022
3 C 0.23 0.10 -0.26  -0.077
4 C -1.22 0.38 -0.38  0.038
5 C -2.09 -0.82 -0.06  -0.606
6 O -1.59 1.41 0.54  -0.706
7 H 3.32 -0.89 -0.40  0.237
8 H 3.03 -0.36 1.26  0.236
9 H 3.35 0.84 0.00  0.235
10 H -1.42 0.72 -1.41  0.180
11 H -1.82 -1.25 0.90  0.217
12 H -3.14 -0.50 -0.02  0.220
13 H -2.00 -1.59 -0.84  0.214
14 H -0.91 2.09 0.51  0.474

---

(16)
The following is a quantum chemistry calculation of the molecule C5H8O, from OMol25.

The lowest unoccupied orbital energy is 0.1 eV. The value obtained for the HOMO energy is -8.37 eV.

Each line ends with the natural charge from an NBO analysis.
Cartesian coordinates (Å):
1 O 1.02 -1.58 0.16  -0.707
2 C 0.94 -0.50 1.06  -0.054
3 C 0.05 0.68 0.59  -0.420
4 C -0.17 0.79 -0.94  -0.420
5 C -1.42 -0.07 -0.68  -0.596
6 C -1.40 0.28 0.79  0.200
7 H 1.50 -1.28 -0.61  0.466
8 H 1.94 -0.13 1.31  0.177
9 H 0.36 1.58 1.14  0.234
10 H 0.59 0.41 -1.63  0.192
11 H -0.43 1.80 -1.24  0.217
12 H -2.36 0.06 -1.23  0.231
13 H -1.14 -1.14 -0.72  0.282
14 H 0.52 -0.91 1.99  0.198